(1)
The following is a quantum chemistry calculation of a 15-piece molecular cluster, C4H28BO22 overall at a distorted geometry, from the OMol25 dataset.

Results
E_HOMO in eV: -7.681
Net charge: -1
Max |F| in eV/A: 4.37
Orbital gap in eV: 9.472
Lowest unoccupied orbital energy in eV: 1.7903
Spin multiplicity: 1
Energy relative to the best compared isomer or geometry (same formula, charge and spin) in kJ/mol: 276.43

Atoms and positions in Å:
1 O -3.495 1.067 1.872
2 C -2.554 0.729 1.114
3 O -1.269 1.141 1.205
4 B -0.501 0.565 0.079
5 O -1.465 -0.287 -0.659
6 C -2.670 -0.179 -0.122
7 O -3.721 -0.646 -0.512
8 O 0.645 -0.267 0.509
9 C 1.718 0.377 0.381
10 O 2.830 0.058 0.779
11 C 1.394 1.593 -0.487
12 O 0.131 1.652 -0.681
13 O 2.231 2.419 -0.826
14 O -0.331 -0.752 -5.078
15 H -0.506 -0.983 -5.990
16 H -1.192 -0.549 -4.711
17 O -7.598 -2.376 -3.152
18 H -6.901 -2.410 -3.809
19 H -7.211 -2.771 -2.371
20 O -5.800 -2.516 3.570
21 H -5.049 -3.081 3.387
22 H -5.640 -1.728 3.051
23 O -0.438 -4.488 -3.124
24 H -1.352 -4.726 -2.966
25 H -0.387 -3.563 -2.886
26 O -7.320 1.739 -2.446
27 H -6.556 1.163 -2.444
28 H -7.618 1.741 -3.355
29 O -2.797 2.991 -3.653
30 H -2.945 2.189 -4.154
31 H -1.844 3.067 -3.598
32 O 7.140 0.921 0.084
33 H 6.785 0.834 -0.800
34 H 6.400 1.219 0.613
35 O 5.299 -2.834 3.959
36 H 4.804 -2.016 3.901
37 H 6.158 -2.621 3.597
38 O 1.116 -3.899 3.158
39 H 1.781 -3.488 2.605
40 H 1.585 -4.147 3.954
41 O 4.699 4.968 -4.257
42 H 4.825 4.202 -3.698
43 H 5.568 5.363 -4.323
44 O 5.302 5.927 0.404
45 H 5.048 5.159 -0.109
46 H 4.525 6.487 0.397
47 O 3.110 0.735 5.300
48 H 3.023 1.413 5.970
49 H 3.268 1.218 4.489
50 O 4.490 -4.470 -0.343
51 H 5.084 -4.732 -1.047
52 H 4.787 -3.596 -0.091
53 O -5.370 0.873 6.098
54 H -5.628 -0.032 5.923
55 H -5.588 1.345 5.294

(2)
The following is a quantum chemistry calculation of C4H28FeO15 as an isolated structure at a distorted geometry, from the OMol25 dataset.

Results
E_HOMO (alpha / beta) in eV: -10.152 / -10.171
<S²>: 6.0058
Net charge: 0
Max |F| in eV/A: 1.10
Orbital gap (alpha / beta) in eV: 9.833 / 9.410
Lowest unoccupied orbital energy (alpha / beta) in eV: -0.3189 / -0.7612
Spin multiplicity: 5
Energy relative to the best compared isomer or geometry (same formula, charge and spin) in kJ/mol: 0.00

Atoms and positions in Å:
1 Fe -2.238 0.943 -0.364
2 C 1.449 -0.563 0.575
3 C 0.042 -0.123 0.307
4 O -0.741 -0.800 -0.413
5 O -0.421 0.979 0.736
6 H 1.970 -0.274 -0.341
7 H 1.503 -1.632 0.764
8 H 1.817 -0.062 1.467
9 C -4.374 4.373 -0.122
10 C -3.580 3.103 -0.255
11 O -2.400 3.035 0.201
12 O -4.084 2.071 -0.770
13 H -4.555 4.654 0.913
14 H -5.320 4.294 -0.650
15 H -3.782 5.174 -0.569
16 O -1.084 -1.848 3.024
17 H -1.000 -0.973 2.630
18 H -0.813 -2.476 2.323
19 O 3.963 1.020 -1.423
20 H 4.333 0.154 -1.217
21 H 4.107 1.553 -0.628
22 O 1.634 1.298 -2.999
23 H 2.318 1.430 -2.313
24 H 2.020 1.667 -3.800
25 O 1.269 3.258 -0.182
26 H 0.809 4.067 -0.434
27 H 0.566 2.603 -0.056
28 O -0.152 -3.836 1.255
29 H 0.503 -4.154 0.625
30 H -0.629 -4.628 1.532
31 O 0.877 -1.574 -3.039
32 H 0.954 -0.631 -3.260
33 H 0.509 -1.578 -2.145
34 O 3.045 -4.198 0.879
35 H 3.765 -3.647 1.202
36 H 2.823 -3.826 0.015
37 O 0.267 3.244 2.983
38 H 0.138 3.109 2.037
39 H 0.235 2.357 3.357
40 O -3.240 -0.455 -1.682
41 H -2.950 -0.799 -2.537
42 H -4.208 -0.487 -1.701
43 O -1.403 -3.515 -1.417
44 H -1.551 -3.211 -2.318
45 H -1.008 -2.754 -0.958
46 O 2.864 -1.993 3.295
47 H 2.139 -2.377 2.783
48 H 3.612 -1.972 2.692

(3)
The following is a quantum chemistry calculation of a 10-piece molecular cluster, C4H28N2O10 overall at a distorted geometry, from the OMol25 dataset.

Results
E_HOMO in eV: -10.092
Net charge: 0
Max |F| in eV/A: 5.36
Orbital gap in eV: 10.162
Lowest unoccupied orbital energy in eV: 0.0699
Spin multiplicity: 1
Energy relative to the best compared isomer or geometry (same formula, charge and spin) in kJ/mol: 303.07

Atoms and positions in Å:
1 C -0.293 -2.768 1.618
2 N 0.476 -1.628 1.269
3 C -0.096 -0.434 1.027
4 O -1.327 -0.247 1.045
5 C 1.913 -1.770 1.200
6 C 2.297 -2.249 -0.186
7 N 2.366 -1.099 -1.008
8 H 0.102 -3.399 2.416
9 H -0.469 -3.459 0.777
10 H -1.216 -2.430 1.931
11 H 0.656 0.329 0.838
12 H 2.409 -0.895 1.401
13 H 2.397 -2.412 1.929
14 H 3.189 -2.916 -0.089
15 H 1.498 -2.819 -0.582
16 H 3.036 -0.443 -0.747
17 H 2.551 -1.355 -1.993
18 O 1.046 2.997 -1.556
19 H 0.676 3.606 -2.290
20 H 0.702 2.054 -1.773
21 O 1.097 2.438 3.000
22 H 0.218 2.814 2.955
23 H 1.023 1.928 3.719
24 O -2.623 -2.786 -0.318
25 H -2.407 -2.773 -1.341
26 H -2.354 -1.954 0.162
27 O -2.533 3.870 0.238
28 H -2.923 3.464 -0.478
29 H -1.612 3.805 -0.040
30 O 3.412 1.513 -0.338
31 H 2.819 2.280 -0.539
32 H 3.164 1.350 0.562
33 O 0.010 0.394 -2.167
34 H -0.626 0.080 -1.578
35 H 0.814 0.170 -1.615
36 O -3.434 1.776 -1.534
37 H -2.486 1.671 -1.605
38 H -3.679 1.624 -0.577
39 O -1.692 2.213 2.369
40 H -2.204 2.788 1.740
41 H -1.717 1.328 1.923
42 O -1.623 -2.468 -3.040
43 H -1.892 -2.044 -3.806
44 H -0.666 -2.142 -2.919

What did the first record say?
The following is a quantum chemistry calculation of a 15-piece molecular cluster, C4H28BO22 overall at a distorted geometry, from the OMol25 dataset.

Results
E_HOMO in eV: -7.681
Net charge: -1
Max |F| in eV/A: 4.37
Orbital gap in eV: 9.472
Lowest unoccupied orbital energy in eV: 1.7903
Spin multiplicity: 1
Energy relative to the best compared isomer or geometry (same formula, charge and spin) in kJ/mol: 276.43

Atoms and positions in Å:
1 O -3.495 1.067 1.872
2 C -2.554 0.729 1.114
3 O -1.269 1.141 1.205
4 B -0.501 0.565 0.079
5 O -1.465 -0.287 -0.659
6 C -2.670 -0.179 -0.122
7 O -3.721 -0.646 -0.512
8 O 0.645 -0.267 0.509
9 C 1.718 0.377 0.381
10 O 2.830 0.058 0.779
11 C 1.394 1.593 -0.487
12 O 0.131 1.652 -0.681
13 O 2.231 2.419 -0.826
14 O -0.331 -0.752 -5.078
15 H -0.506 -0.983 -5.990
16 H -1.192 -0.549 -4.711
17 O -7.598 -2.376 -3.152
18 H -6.901 -2.410 -3.809
19 H -7.211 -2.771 -2.371
20 O -5.800 -2.516 3.570
21 H -5.049 -3.081 3.387
22 H -5.640 -1.728 3.051
23 O -0.438 -4.488 -3.124
24 H -1.352 -4.726 -2.966
25 H -0.387 -3.563 -2.886
26 O -7.320 1.739 -2.446
27 H -6.556 1.163 -2.444
28 H -7.618 1.741 -3.355
29 O -2.797 2.991 -3.653
30 H -2.945 2.189 -4.154
31 H -1.844 3.067 -3.598
32 O 7.140 0.921 0.084
33 H 6.785 0.834 -0.800
34 H 6.400 1.219 0.613
35 O 5.299 -2.834 3.959
36 H 4.804 -2.016 3.901
37 H 6.158 -2.621 3.597
38 O 1.116 -3.899 3.158
39 H 1.781 -3.488 2.605
40 H 1.585 -4.147 3.954
41 O 4.699 4.968 -4.257
42 H 4.825 4.202 -3.698
43 H 5.568 5.363 -4.323
44 O 5.302 5.927 0.404
45 H 5.048 5.159 -0.109
46 H 4.525 6.487 0.397
47 O 3.110 0.735 5.300
48 H 3.023 1.413 5.970
49 H 3.268 1.218 4.489
50 O 4.490 -4.470 -0.343
51 H 5.084 -4.732 -1.047
52 H 4.787 -3.596 -0.091
53 O -5.370 0.873 6.098
54 H -5.628 -0.032 5.923
55 H -5.588 1.345 5.294